1.
C32H28BrF4FeN6S | the ωB97M-V functional and the def2-TZVPD basis

The calculation puts the gap between HOMO and LUMO (spin up / spin down) at 6.2 / 6.3 eV. The value obtained for the energy relative to the best compared isomer or geometry (same formula, charge and spin) is 11.64 kcal/mol. The calculation puts the lowest unoccupied orbital energy (spin up / spin down) at -3.79 / -3.81 eV. The net charge is +1. As for the HOMO energy (spin up / spin down): -10.0 / -10.1 eV. As for the multiplicity: 5.

Each line ends with the Löwdin spin population.
CARTESIAN COORDINATES (ANGSTROEM)
1 Fe 0.607992 1.140155 -0.193743  3.694
2 C 2.995701 1.615005 -2.120481  0.005
3 N 1.679483 1.002144 -2.351618  0.043
4 C 1.862086 -0.210292 -3.161355  0.003
5 C 0.811054 1.915931 -3.118097  0.001
6 C 0.494013 3.230779 -2.400928  0.011
7 N 0.515063 3.004976 -0.974825  0.076
8 C 0.614939 4.064452 -0.114185  0.010
9 C 1.229479 3.867000 1.131533  0.007
10 F 1.711447 2.610227 1.375834  0.021
11 C 1.400213 4.844514 2.077325  0.000
12 F 2.012450 4.537297 3.230076  -0.001
13 C 0.959503 6.127083 1.838088  0.008
14 C 0.346687 6.365430 0.625051  0.000
15 F -0.113679 7.588244 0.357923  -0.001
16 C 0.167412 5.376974 -0.322984  0.008
17 F -0.492858 5.682441 -1.454772  0.002
18 H 3.491222 1.855653 -3.070256  0.001
19 H 3.631452 0.918764 -1.568260  0.000
20 H 2.889304 2.527609 -1.536917  0.001
21 H 2.310173 0.032687 -4.133212  0.001
22 H 0.902303 -0.696454 -3.336030  0.000
23 H 2.522960 -0.907449 -2.650446  0.000
24 H -0.108926 1.364866 -3.328156  0.000
25 H 1.276524 2.146093 -4.083750  0.000
26 H -0.474186 3.589678 -2.763559  0.002
27 H 1.229211 3.995543 -2.670527  0.002
28 H 1.088656 6.918185 2.565001  0.000
29 Br -6.239797 2.007148 -3.268419  0.000
30 C -4.818036 1.597354 -2.102251  0.000
31 C -3.517346 1.883554 -2.477850  0.000
32 C -2.484578 1.579927 -1.609810  -0.001
33 C -2.729554 0.989424 -0.371151  0.002
34 C -4.048746 0.715108 -0.010059  0.001
35 C -5.087447 1.017268 -0.870201  0.000
36 N -1.592321 0.700674 0.436954  0.029
37 C -1.701043 0.172574 1.581197  0.002
38 C -0.516258 -0.120267 2.392020  0.003
39 C -0.621977 -0.879530 3.545422  0.000
40 C 0.518744 -1.121227 4.297201  0.001
41 C 1.718040 -0.572568 3.879312  0.000
42 C 1.736512 0.165401 2.704492  0.004
43 N 0.648758 0.375745 1.968821  0.022
44 H -3.320707 2.345752 -3.437638  0.000
45 H -1.460497 1.820590 -1.859632  -0.001
46 H -4.290728 0.259358 0.942509  0.000
47 H -6.109696 0.810920 -0.583826  0.000
48 H -2.662182 -0.085506 2.022240  0.001
49 H -1.586399 -1.273186 3.844855  0.000
50 H 0.466507 -1.720877 5.197349  0.000
51 H 2.626793 -0.702461 4.453523  0.000
52 H 2.656548 0.616039 2.347512  0.001
53 S 1.295919 -5.641096 -0.980794  0.000
54 C 1.092029 -3.877029 -0.788117  0.000
55 C -0.105580 -3.251665 -1.112725  0.001
56 C -0.219246 -1.888533 -0.915358  0.003
57 N 0.778641 -1.140715 -0.434650  0.031
58 C 1.931888 -1.744342 -0.130126  0.005
59 C 2.135787 -3.101270 -0.296677  0.001
60 C 0.350278 -6.113106 0.472656  0.000
61 C -1.007127 -6.376785 0.384346  0.000
62 C -1.684518 -6.696486 1.555734  0.000
63 N -1.094661 -6.765977 2.748494  0.000
64 C 0.216934 -6.535570 2.810165  0.000
65 C 0.987271 -6.207942 1.700820  0.000
66 H -0.935457 -3.818743 -1.511770  0.000
67 H -1.141824 -1.366769 -1.154296  0.000
68 H 2.719856 -1.112523 0.270705  0.001
69 H 3.085343 -3.552715 -0.039946  0.000
70 H -1.526284 -6.340698 -0.565180  0.000
71 H -2.749243 -6.908850 1.533355  0.000
72 H 0.674152 -6.617481 3.791804  0.000
73 H 2.051573 -6.030451 1.792257  0.000

Atoms 1-2, force components in eV/Å:
-0.232 -0.288 -0.363
0.095 0.032 -0.042

***

2.
C32H28BrMnN2O3S2 | the ωB97M-V functional and the def2-TZVPD basis

The calculation puts the gap between HOMO and LUMO (spin up / spin down) at 6.9 / 7.0 eV. The value obtained for the energy relative to the best compared isomer or geometry (same formula, charge and spin) is 0.00 kcal/mol. The calculation puts the lowest unoccupied orbital energy (spin up / spin down) at -3.00 / -3.01 eV. The net charge is +1. As for the HOMO energy (spin up / spin down): -9.9 / -10.0 eV. As for the multiplicity: 6.

Each line ends with the Löwdin spin population.
CARTESIAN COORDINATES (ANGSTROEM)
1 Mn 0.971304 -0.007878 -0.687572  4.667
2 Br 1.375211 -7.432228 0.488797  0.001
3 C 0.964100 -5.637237 0.061058  0.003
4 C -0.369128 -5.255249 -0.125489  0.001
5 C -0.673617 -3.953228 -0.431731  0.004
6 C 0.320952 -2.957178 -0.563254  0.007
7 O -0.043067 -1.740343 -0.837271  0.065
8 C 1.674427 -3.361520 -0.378141  0.004
9 C 2.811713 -2.502352 -0.515446  0.011
10 N 2.802366 -1.237616 -0.754665  0.042
11 C 3.997678 -0.510754 -0.916035  0.003
12 C 5.275386 -1.004004 -0.815584  0.002
13 C 6.398452 -0.185828 -1.026793  -0.001
14 C 6.258854 1.131131 -1.352288  0.001
15 C 4.967341 1.684540 -1.469883  0.000
16 C 4.745548 3.032870 -1.821587  0.005
17 C 3.469816 3.505304 -1.929240  0.001
18 C 2.405281 2.631948 -1.667165  0.010
19 N 2.571065 1.374698 -1.328059  0.030
20 C 3.835105 0.870036 -1.238249  0.005
21 C 1.958277 -4.711126 -0.071067  0.001
22 H -1.155796 -5.991463 -0.027929  0.000
23 H -1.702820 -3.650707 -0.582731  0.000
24 H 3.766020 -3.019775 -0.404797  0.002
25 H 5.447444 -2.043484 -0.575202  0.000
26 H 7.384031 -0.621605 -0.934734  0.000
27 H 7.121151 1.761268 -1.526390  0.000
28 H 5.597542 3.674527 -2.009241  0.000
29 H 3.264835 4.528437 -2.210004  0.000
30 H 1.378337 2.971636 -1.742914  0.001
31 H 2.990889 -5.009602 0.063918  0.000
32 O 1.038807 0.255527 1.419636  0.048
33 S 0.465772 0.623681 2.765281  0.014
34 C 0.268324 2.438161 2.748087  0.002
35 C -0.005963 3.090724 1.392379  0.001
36 C -1.464943 3.446558 1.075341  0.000
37 C -2.324577 2.359356 0.435497  0.002
38 S -1.889253 2.091513 -1.299635  0.013
39 O -0.576283 1.338411 -1.303454  0.047
40 C -3.171771 0.915856 -1.688593  0.002
41 C -2.895407 -0.440073 -1.725232  0.000
42 C -3.926767 -1.313556 -2.043375  0.000
43 C -5.200912 -0.831660 -2.310579  0.000
44 C -5.456819 0.533615 -2.275487  0.000
45 C -4.434540 1.418334 -1.972634  0.000
46 C -1.238943 0.078525 2.754618  0.002
47 C -1.627988 -0.860156 1.813475  0.000
48 C -2.945296 -1.301891 1.810769  0.000
49 C -3.846838 -0.823714 2.749178  0.000
50 C -3.430676 0.086213 3.714980  0.000
51 C -2.119463 0.532691 3.730032  0.001
52 H 1.224426 2.780802 3.144192  0.000
53 H -0.489921 2.670853 3.496561  0.000
54 H 0.419083 2.473050 0.600565  0.000
55 H 0.570747 4.016738 1.381791  0.000
56 H -1.469584 4.312179 0.407459  0.000
57 H -1.965938 3.779796 1.987700  0.000
58 H -3.372073 2.667435 0.403270  0.000
59 H -2.270358 1.392781 0.931289  0.000
60 H -1.898759 -0.815140 -1.526465  0.000
61 H -3.728713 -2.376480 -2.095119  0.000
62 H -5.996048 -1.520801 -2.561817  0.000
63 H -6.445426 0.909412 -2.500726  0.000
64 H -4.616365 2.487360 -1.970223  0.000
65 H -0.927774 -1.227926 1.072972  0.000
66 H -3.262146 -2.020733 1.066815  0.000
67 H -4.871610 -1.169945 2.741664  0.000
68 H -4.126828 0.443778 4.461512  0.000
69 H -1.797876 1.225510 4.497968  0.000

Atoms 1-2, force components in eV/Å:
-0.040 -0.101 0.031
-0.002 0.000 -0.004

***

3.
C32H28Cl5N4O6Ti | the ωB97M-V functional and the def2-TZVPD basis

The calculation puts the gap between HOMO and LUMO (spin up / spin down) at 5.5 / 7.4 eV. The value obtained for the energy relative to the best compared isomer or geometry (same formula, charge and spin) is 0.00 kcal/mol. The calculation puts the lowest unoccupied orbital energy (spin up / spin down) at -0.75 / -0.72 eV. As for the HOMO energy (spin up / spin down): -6.2 / -8.1 eV. As for the multiplicity: 2.

Each line ends with the Löwdin spin population.
CARTESIAN COORDINATES (ANGSTROEM)
1 Ti 2.073847 0.455568 -0.350600  0.042
2 C 0.196057 -5.159389 -1.507641  0.000
3 C -0.337528 -3.755459 -1.540847  0.000
4 C -1.459142 -3.360179 -0.876711  0.000
5 C -1.922876 -2.014345 -0.907694  0.001
6 C -3.134615 -1.709629 -0.288197  0.005
7 N -3.650441 -0.507599 -0.238266  0.006
8 C -4.884067 -0.175991 0.451473  0.002
9 C -4.676442 0.846548 1.570714  0.009
10 C -4.094533 0.236663 2.850537  0.019
11 N -2.806441 -0.422999 2.696168  0.156
12 C -1.716528 0.061243 2.013496  0.324
13 C -1.309562 1.394728 1.907165  0.030
14 C -1.852989 2.477133 2.649085  0.135
15 C -1.460864 3.791941 2.471555  0.001
16 C -2.069024 4.894823 3.297528  -0.007
17 C -0.490156 4.074767 1.522148  0.167
18 C 0.138835 3.040067 0.806503  0.006
19 C 1.082097 3.412562 -0.218628  -0.002
20 N 1.825164 2.631150 -0.904855  -0.021
21 C 2.624343 3.222588 -1.973989  -0.002
22 C 2.218488 2.652701 -3.327404  -0.001
23 C 2.438176 1.151512 -3.426780  0.000
24 N 1.541883 0.399006 -2.545447  0.000
25 C 0.829015 -0.511453 -3.061011  0.001
26 C -0.007887 -1.439284 -2.287122  0.000
27 C 0.343562 -2.759834 -2.291590  0.000
28 C -1.201898 -0.974329 -1.610197  0.001
29 O -1.592651 0.213035 -1.657137  0.003
30 C -0.232768 1.707695 1.012354  0.077
31 O 0.384266 0.742696 0.359885  0.008
32 H -0.433551 -5.805916 -0.896962  0.000
33 H 1.205295 -5.183685 -1.088404  0.000
34 H 0.250058 -5.589733 -2.509955  0.000
35 H -2.035934 -4.082945 -0.306063  0.000
36 H -3.693899 -2.502234 0.204211  0.000
37 H -3.063114 0.207157 -0.695972  0.001
38 H -5.289000 -1.101022 0.870398  0.000
39 H -5.602966 0.192783 -0.282197  0.000
40 H -5.646839 1.276780 1.829905  0.001
41 H -4.062775 1.676585 1.213325  0.002
42 H -4.787305 -0.520353 3.223282  0.000
43 H -4.057416 0.998390 3.629807  0.003
44 H -2.849446 -1.426346 2.722548  0.003
45 H -1.103986 -0.694428 1.543322  0.014
46 H -2.580966 2.274258 3.421005  0.010
47 H -2.835112 4.508199 3.969451  0.000
48 H -2.532085 5.652119 2.661687  -0.002
49 H -1.313599 5.396386 3.904660  -0.002
50 H -0.185864 5.100144 1.341906  0.010
51 H 1.116094 4.483601 -0.434331  0.000
52 H 3.676620 3.004361 -1.782784  -0.001
53 H 2.496561 4.308607 -1.976800  0.000
54 H 2.820322 3.138788 -4.097824  0.000
55 H 1.172290 2.892898 -3.534321  0.000
56 H 3.456522 0.908721 -3.121507  0.000
57 H 2.297376 0.815429 -4.457845  0.000
58 H 0.905552 -0.691923 -4.137579  0.000
59 H 1.220735 -3.060259 -2.857958  0.000
60 Cl 1.283492 -1.405867 2.438821  0.003
61 C 1.962294 -2.374995 1.173182  0.000
62 C 2.303025 -1.783714 -0.049204  0.000
63 C 2.938538 -2.643411 -0.952275  0.000
64 Cl 3.582703 -2.034159 -2.452067  0.000
65 C 3.118560 -4.008716 -0.726729  0.000
66 Cl 3.833728 -5.028738 -1.912575  0.000
67 C 2.700971 -4.556008 0.481283  0.000
68 Cl 2.895196 -6.235424 0.781863  0.000
69 C 2.140926 -3.731025 1.448532  0.000
70 Cl 1.664979 -4.402509 2.958783  0.000
71 O 6.010239 0.978666 -0.072998  0.000
72 C 4.820962 0.994127 0.050917  0.000
73 O 3.944150 0.614679 -0.865418  0.000
74 C 4.073957 1.501775 1.314160  0.000
75 O 4.582133 2.191108 2.149106  0.000
76 O 2.805259 1.131914 1.285120  -0.001

Atoms 1-2, force components in eV/Å:
-0.035 0.124 0.707
-0.039 -0.083 -0.037